ORCA calculation (wB97M-V/def2-TZVPD) on a cluster of 4 separate species, C18H19N2O7P3 in total.

Cartesian coordinates (Å):
P (-3.07142, 1.92913, 1.13759)
P (-5.02964, 1.15605, 0.57401)
P (-1.42547, 0.87381, 0.17301)
O (-5.18230, -0.43506, 0.77855)
O (-2.21680, -2.32765, 3.19664)
O (1.17889, 3.18129, -6.42277)
O (5.94782, -1.53872, 2.86896)
O (2.64352, 0.64112, -1.98747)
O (-4.16079, -5.96865, -0.15500)
O (2.67458, 2.45842, 1.61269)
N (-0.12630, 0.63983, 1.16465)
N (-3.03452, 3.61511, 0.46469)
C (4.81116, 0.40007, 3.57707)
C (-3.71388, -5.13128, 0.61675)
C (2.30722, 1.22539, -3.00828)
C (3.81125, 0.51963, 0.90457)
C (-2.76206, -5.50120, 1.68277)
C (1.51518, 2.59702, -5.40196)
C (3.42711, 1.53824, 1.90161)
C (-4.10494, -3.71105, 0.51755)
C (2.06738, 2.68218, -3.01427)
C (-2.66371, -3.16502, 2.42489)
C (-3.61553, -2.79509, 1.35887)
C (1.69783, 3.32106, -4.12854)
C (5.19530, -0.61854, 2.58003)
C (2.12458, 0.50135, -4.28171)
C (4.63522, -0.48412, 1.22060)
C (1.75502, 1.14023, -5.39597)
C (-2.27265, -4.58524, 2.52409)
C (3.98718, 1.40382, 3.26104)
H (-5.98880, 1.73788, 1.52311)
H (1.51738, 4.38916, -4.14905)
H (-2.52257, 4.24230, 1.15586)
H (-4.80446, -3.45669, -0.26936)
H (-2.46026, 3.54279, -0.41091)
H (-2.48556, -6.54702, 1.74300)
H (-5.46612, 1.60017, -0.73330)
H (1.61592, 0.62411, -6.33806)
H (2.30503, -0.56675, -4.26119)
H (-0.94936, 1.69977, -0.90656)
H (5.23089, 0.28807, 4.56959)
H (2.20649, 3.19829, -2.07219)
H (3.39152, 0.63163, -0.08795)
H (-1.83477, -0.43715, -0.32090)
H (0.68819, 1.16046, 0.72191)
H (4.92761, -1.23916, 0.50110)
H (-3.89204, -1.74927, 1.29864)
H (3.69480, 2.15886, 3.98054)
H (-1.57314, -4.83960, 3.31101)

***

ORCA calculation (wB97M-V/def2-TZVPD) on a structure of composition C18H19N2ORhS3.

Cartesian coordinates (Å):
Rh (-1.16481, 1.27763, 0.90851)
S (-1.15921, 1.58473, 3.20011)
S (-2.14271, 3.31023, 0.39531)
S (-1.96121, -0.78367, 0.03751)
O (0.82319, 1.02303, 0.10181)
N (-0.93271, -2.55607, -1.57169)
N (0.56889, -0.96337, -1.09969)
C (-2.29271, 3.65813, 4.45701)
C (3.36569, 1.29413, -0.67689)
C (-2.00311, 3.13293, 3.20351)
C (-3.38031, 5.54703, 3.46701)
C (2.61379, 0.21353, -1.13189)
C (-2.97921, 4.85273, 4.59651)
C (-0.65391, -1.41787, -0.91949)
C (1.10709, -3.93987, -1.37879)
C (1.21039, 0.10543, -0.65639)
C (-2.36781, -4.10867, -0.28389)
C (0.13709, -3.20857, -2.30319)
C (-2.40851, 3.83673, 2.05621)
C (4.50369, -0.55847, -2.39109)
C (-3.08911, 5.03843, 2.21051)
C (3.18859, -0.71397, -1.99379)
C (4.67879, 1.44313, -1.07469)
C (5.24989, 0.51643, -1.93279)
C (-2.23161, -3.19037, -1.49459)
H (-2.18861, -3.54487, 0.62631)
H (-2.39461, -3.75147, -2.41669)
H (-3.37241, -4.51897, -0.24279)
H (4.95189, -1.28077, -3.05859)
H (-0.30721, -3.89947, -3.01989)
H (-3.19691, 5.23043, 5.58441)
H (2.60319, -1.54827, -2.34479)
H (-3.38911, 5.56033, 1.31461)
H (-2.99791, -2.41267, -1.43079)
H (0.68259, -2.43687, -2.85079)
H (1.55579, -3.23867, -0.67969)
H (1.89689, -4.39677, -1.96859)
H (2.89639, 2.00373, -0.00909)
H (0.59679, -4.71657, -0.81649)
H (5.25249, 2.28193, -0.70789)
H (-1.66071, -4.93097, -0.33399)
H (6.27819, 0.63053, -2.24109)
H (-3.91911, 6.47963, 3.55171)
H (-1.96781, 3.09623, 5.31881)

ΔE to the lowest compared entry with this formula, charge and spin (kJ/mol): 129.8

***

ORCA calculation (wB97M-V/def2-TZVPD) on an isolated molecule of C18H19N3O4S.

Cartesian coordinates (Å):
S (-3.19669, 1.77886, 0.45994)
O (3.63534, -1.26885, -0.36058)
O (0.30169, -4.15886, 0.61856)
O (3.91752, 1.54423, 0.51999)
O (3.58740, 1.55206, -1.71273)
N (1.93040, -2.67079, 0.13135)
N (-0.25919, -1.95723, 0.49611)
N (-0.81932, 0.26174, 0.32083)
C (0.80302, 1.94685, -0.18913)
C (-3.89953, 3.33807, 0.38892)
C (2.46080, -1.41699, -0.10930)
C (-3.99018, -2.42599, -0.13172)
C (3.20987, 1.36575, -0.58823)
C (6.13531, 0.58867, 0.67273)
C (0.62405, -3.01179, 0.42739)
C (-2.98022, 4.31616, 0.15345)
C (-4.86202, -2.36243, -1.37928)
C (1.79361, 0.98773, -0.24721)
C (-0.50809, 1.53628, 0.09869)
C (1.46583, -0.35505, -0.02797)
C (-1.67657, 3.80942, 0.02376)
C (-1.65662, -2.23589, 0.79320)
C (5.31316, 1.83208, 0.37468)
C (-2.51821, -2.20452, -0.46709)
C (-1.62121, 2.44544, 0.16492)
C (0.12359, -0.66422, 0.25991)
H (-4.76875, -1.39041, -1.85817)
H (6.00045, 0.28625, 1.70807)
H (-2.17543, -2.97807, -1.15722)
H (5.52888, 2.63517, 1.08459)
H (-4.31319, -1.65948, 0.57561)
H (-4.56385, -3.12673, -2.09322)
H (7.18697, 0.79209, 0.49265)
H (5.80721, -0.22348, 0.02916)
H (-5.90680, -2.52098, -1.12387)
H (5.49213, 2.17944, -0.64767)
H (2.57509, -3.45265, 0.08098)
H (1.03089, 2.98386, -0.36862)
H (-3.22597, 5.35993, 0.07481)
H (-2.40030, -1.23264, -0.94899)
H (-4.11018, -3.39921, 0.34838)
H (-1.69275, -3.22374, 1.25546)
H (-2.00409, -1.47674, 1.49622)
H (-4.95702, 3.45010, 0.52501)
H (-0.81703, 4.42654, -0.16435)

ΔE to the lowest compared entry with this formula, charge and spin (kJ/mol): 0.0

***

ORCA calculation (wB97M-V/def2-TZVPD) on an isolated molecule of C18H19N3O4S.

Cartesian coordinates (Å):
S (-2.10342, 1.29072, -0.82032)
O (-2.17670, 0.80241, -2.16653)
O (0.64849, 2.33350, -2.28682)
O (1.19270, 1.08673, 3.05845)
O (-2.81102, 2.50320, -0.51006)
N (-2.96479, -1.17186, -0.13616)
N (1.23496, -0.89576, -2.01977)
N (-2.79210, 0.13277, 0.22401)
C (-0.67508, -1.46840, -1.00288)
C (0.39263, -1.56953, -0.05451)
C (-0.41913, 1.50067, -0.23028)
C (2.83953, -1.56025, 1.23486)
C (-2.41772, -3.27752, -1.03453)
C (-2.06318, -1.85918, -0.70383)
C (2.80586, -1.17827, -0.08876)
C (1.90078, 2.04574, -0.34522)
C (0.65290, 1.96366, -0.98212)
C (0.95849, 1.33189, 1.74699)
C (-0.27288, 1.21802, 1.12074)
C (-0.48148, 2.98975, -2.84132)
C (1.68010, -1.94931, 1.91077)
C (0.11325, 0.67494, 3.86587)
C (2.05833, 1.73160, 0.98063)
C (0.45527, -1.95823, 1.28270)
C (1.57504, -1.18889, -0.73166)
C (-0.11083, -1.07113, -2.17987)
H (-0.66949, 1.43859, 3.90669)
H (3.78017, -1.56339, 1.76457)
H (0.53125, 0.53179, 4.86096)
H (-2.35917, -3.42148, -2.11213)
H (-3.67118, 0.51134, 0.55581)
H (-1.15224, 0.89046, 1.64820)
H (-1.70644, -3.95593, -0.56585)
H (3.02089, 1.80527, 1.45958)
H (-1.08703, 2.29260, -3.42125)
H (-0.58926, -0.87943, -3.11918)
H (2.73874, 2.37984, -0.93638)
H (1.75592, -2.24842, 2.94586)
H (3.70348, -0.88285, -0.61112)
H (-0.44229, -2.26509, 1.80115)
H (-1.10768, 3.43704, -2.06852)
H (-0.08514, 3.76949, -3.49451)
H (-0.31267, -0.26674, 3.50925)
H (1.85571, -0.53040, -2.72132)
H (-3.42354, -3.49997, -0.69220)

ΔE to the lowest compared entry with this formula, charge and spin (kJ/mol): 444.9

***

ORCA calculation (wB97M-V/def2-TZVPD) on an isolated molecule of C18H19N4PS.

Cartesian coordinates (Å):
S (0.80551, 5.32054, -1.53499)
P (-0.39358, 3.77558, -1.64641)
N (-0.70601, -1.38253, 0.65589)
N (3.94401, 1.24631, 0.64494)
N (-3.99509, 0.80863, -2.66551)
N (2.18666, -1.32915, 1.32539)
C (6.46382, 0.73482, 2.92683)
C (0.11320, -0.17561, 0.32227)
C (5.96413, 0.05693, 1.72714)
C (-4.89316, 0.87071, -1.55900)
C (-2.67782, 0.85011, -2.12086)
C (3.57272, -1.21277, 1.63470)
C (-4.64266, 0.92132, -0.05486)
C (0.29965, 2.25680, -0.75154)
C (-3.19554, 0.95729, 0.48387)
C (-0.61116, 1.02062, -0.38207)
C (2.54114, 1.07851, 0.35893)
C (4.39930, 0.06843, 1.30617)
C (-0.59947, -2.23939, -0.60106)
C (1.65762, -0.15098, 0.69111)
C (-3.04592, -3.20641, 0.01722)
C (1.82595, 2.28502, -0.38975)
C (-1.58247, -3.50949, -0.58354)
C (-2.17942, 0.94183, -0.68323)
H (-0.27699, -1.87791, 1.45942)
H (-1.84417, 0.80516, -2.92491)
H (-5.52418, 0.93288, 0.67486)
H (6.39586, 0.19204, 3.94602)
H (-1.70273, 4.01083, -1.10754)
H (-1.02398, -4.36061, -0.03086)
H (2.45265, 3.21204, -0.64412)
H (-1.70988, -3.88065, -1.67392)
H (6.65329, -0.54718, 1.03887)
H (0.49238, -2.63630, -0.59742)
H (4.09147, -2.09707, 2.14484)
H (-3.77883, -4.06559, -0.15403)
H (-0.45156, 3.41637, -3.05217)
H (-2.91342, -3.06413, 1.15647)
H (-2.85697, 1.02482, 1.56760)
H (-0.74872, -1.54071, -1.50418)
H (6.89434, 1.80915, 2.88631)
H (-3.39226, -2.20358, -0.43266)
H (-6.00767, 0.88332, -1.87420)

***

ORCA calculation (wB97M-V/def2-TZVPD) on a structure of composition C18H19N6O5PtS2.

Cartesian coordinates (Å):
Pt (0.31718, 1.24651, -0.68915)
S (0.37850, -0.67485, -1.87040)
S (0.49652, 2.34563, 2.00147)
O (-0.03523, 1.01291, 2.12896)
O (0.20444, 3.22165, 3.09634)
O (5.09919, 1.21822, 3.87119)
O (2.10748, 2.19840, 1.99125)
O (0.23505, 2.95636, 0.65399)
N (2.23417, 1.13749, -0.18047)
N (-1.66985, 1.21012, -1.23889)
N (-1.16091, -3.17393, -1.90098)
N (-2.21530, 0.11260, -1.49407)
N (4.12887, 1.41896, 1.16597)
N (-1.93638, -2.09932, -1.73329)
C (-1.36144, -6.83243, -1.96489)
C (4.31339, 0.17503, 3.30104)
C (4.68919, 2.48952, 3.37333)
C (-3.57530, -5.95594, -1.72851)
C (-3.95473, 2.15942, -1.41957)
C (-4.26533, 4.54244, -1.27508)
C (-0.85160, -5.54535, -1.98547)
C (4.78483, 2.53633, 1.85095)
C (-2.90021, 4.70739, -1.11408)
C (-1.33432, -0.96518, -1.65803)
C (-2.05708, 3.60425, -1.10010)
C (4.50327, 0.15266, 1.79543)
C (-2.72682, -7.05060, -1.83678)
C (2.74344, 1.54598, 0.87218)
C (-1.70888, -4.45179, -1.87223)
C (-3.08107, -4.66117, -1.74416)
C (-2.58641, 2.33285, -1.23756)
C (-4.78749, 3.26279, -1.43373)
H (3.93413, -0.65025, 1.32555)
H (-0.99321, 3.72781, -0.97569)
H (-3.73304, -3.80462, -1.65300)
H (-4.92242, 5.40285, -1.27837)
H (4.66541, -0.75444, 3.75078)
H (-4.64235, -6.11042, -1.62396)
H (4.37720, 3.47467, 1.47274)
H (-4.34928, 1.16133, -1.54343)
H (3.67268, 2.70737, 3.70385)
H (-5.85198, 3.12332, -1.57329)
H (5.56812, -0.01032, 1.59595)
H (0.21476, -5.37858, -2.08546)
H (-2.47985, 5.69690, -0.99089)
H (-0.15529, -3.05767, -1.82600)
H (5.84445, 2.48858, 1.57836)
H (-3.12231, -8.05752, -1.81757)
H (5.37226, 3.21914, 3.81168)
H (3.25697, 0.31750, 3.55459)
H (-0.68342, -7.67258, -2.05050)

ΔE to the lowest compared entry with this formula, charge and spin (kJ/mol): 73.2
Net charge: -1

***

ORCA calculation (wB97M-V/def2-TZVPD) on a structure of composition C18H19N8O2PbS2.

Cartesian coordinates (Å):
Pb (-2.50640, -0.35651, 1.09170)
S (-1.69099, -2.96462, 0.93595)
S (0.56477, 0.46960, -0.65991)
O (0.83404, -0.24718, 0.54588)
O (0.71471, 1.88226, -0.75220)
N (-3.07512, 0.40762, -1.90066)
N (-0.75298, -2.19409, 3.34911)
N (4.09346, -2.02026, -4.59661)
N (-1.06546, 0.11805, -0.93511)
N (-1.02727, 0.96407, -3.10931)
N (-0.90658, -0.88283, 2.98590)
N (-0.92208, -4.43016, 2.97060)
N (-1.31842, 1.60106, 2.13287)
C (-1.71137, 0.51972, -2.01632)
C (3.25260, -1.46517, -3.74668)
C (2.16142, 0.51743, -2.89487)
C (1.74172, -1.68707, -1.87023)
C (-0.87516, 3.94391, 2.17049)
C (-3.78629, 0.81023, -2.92315)
C (-0.47895, 1.42326, 3.16604)
C (-3.17140, 1.33447, -4.08262)
C (-1.09223, -3.19984, 2.51352)
C (-0.32562, 0.02932, 3.67522)
C (0.49432, -0.23001, 4.90034)
C (2.58500, -2.27692, -2.76822)
C (0.21369, 2.48329, 3.72023)
C (0.01598, 3.76280, 3.20890)
C (3.01646, -0.04974, -3.79251)
C (-1.51778, 2.82636, 1.65861)
C (-1.75750, 1.37483, -4.11535)
C (1.53401, -0.29866, -1.93705)
H (4.58536, -1.47104, -5.29252)
H (-1.07565, 4.92301, 1.76018)
H (-0.33980, -2.40728, 4.24758)
H (4.28992, -3.01458, -4.57993)
H (0.50921, 0.63491, 5.55581)
H (3.52825, 0.55341, -4.53184)
H (-1.18473, -5.21035, 2.38785)
H (-2.21967, 2.92132, 0.83710)
H (0.10690, -1.05290, 5.49993)
H (1.97846, 1.58295, -2.88932)
H (2.77623, -3.34204, -2.73903)
H (1.52532, -0.46289, 4.62024)
H (1.25491, -2.27289, -1.10198)
H (0.90490, 2.33680, 4.53597)
H (0.55047, 4.60318, 3.63077)
H (-1.23647, 1.73903, -4.99312)
H (-0.56871, -4.63851, 3.89295)
H (-3.76115, 1.68303, -4.91912)
H (-4.86431, 0.72961, -2.84610)

ΔE to the lowest compared entry with this formula, charge and spin (kJ/mol): 0.0
Net charge: +3

***

ORCA calculation (wB97M-V/def2-TZVPD) on an isolated molecule of C18H20BClF8INO5.

Cartesian coordinates (Å):
I (-1.43558, 3.22027, -0.27645)
Cl (-3.87884, 1.71752, 4.07389)
F (2.85179, 1.42342, 2.18498)
F (-6.07884, -0.83533, 1.23588)
F (-4.87714, 1.58565, 0.13438)
F (-3.20389, 0.35835, -1.03370)
F (-3.53510, -0.40305, 2.63608)
F (0.50186, 2.78924, 2.69018)
F (-3.45975, 1.92942, 2.18612)
F (-5.67053, -0.88151, -1.11048)
O (-3.85976, -3.14396, 1.48608)
O (0.63208, 2.13978, -2.96661)
O (1.96464, 2.98722, -1.02938)
O (-3.81733, -2.90077, -0.92654)
O (-0.86577, -0.45954, 2.22940)
N (1.85700, 1.05016, 1.33804)
C (-3.96678, 0.38291, 0.23344)
C (3.33190, 0.08794, -0.57281)
C (-4.18258, -2.37762, 0.24935)
C (1.87294, 0.02491, 0.18234)
C (0.69571, 1.78221, 1.62163)
C (1.85831, -1.51319, 0.74163)
C (-0.82279, -1.71440, -1.30029)
C (3.39733, -0.70231, -2.01915)
C (0.52960, 0.61589, -0.62170)
C (3.98291, -2.04771, -2.25981)
C (1.98446, -2.24951, 3.43602)
C (-4.96057, -0.92263, 0.22348)
C (2.65612, -1.71165, 2.19941)
C (-0.15514, -0.30326, -1.79217)
C (1.85398, 4.23016, -1.80671)
C (-0.46894, 1.36086, 0.49483)
C (-1.46299, 0.46396, 1.42454)
C (-3.08536, 0.59159, 1.59000)
B (1.03038, 1.93854, -1.52807)
H (-1.41647, -2.14798, -2.24065)
H (-0.00426, -2.54916, -1.05858)
H (2.88814, -0.17006, -2.95603)
H (-2.84870, -3.18247, 1.52921)
H (-0.16525, 2.74268, -3.02733)
H (-1.57806, -1.63232, -0.41109)
H (3.79524, -1.35836, 2.23535)
H (2.32002, 4.14963, -2.90216)
H (0.77393, 4.70563, -1.80525)
H (4.87141, -2.29073, -3.00775)
H (1.51312, -3.31829, 3.36510)
H (2.39945, -2.29815, 0.02170)
H (1.88977, -1.62223, 4.44540)
H (3.79778, 1.18546, -0.62554)
H (0.79375, -1.97033, 0.93376)
H (2.54548, 5.02891, -1.25052)
H (0.65536, -0.54253, -2.63368)
H (3.50289, -2.99693, -1.72414)
H (-1.03340, 0.26032, -2.37276)
H (4.08646, -0.50671, 0.13715)

ΔE to the lowest compared entry with this formula, charge and spin (kJ/mol): 829.5

***

Per-record max |F|, eV/Å: 5.27 2.78 0.96 1.15 6.53 0.61 0.40 8.87
Per-record E, a.u.: -2357.3627 -2187.1811 -1560.8304 -1560.6610 -1655.3800 -2317.8065 -2274.1259 -2709.6151